1.
C4H8O3 | ωB97M-V/def2-TZVPD

The geometry in XYZ format:
```
15
Properties=species:S:1:pos:R:3:nbo_charge:R:1
C -1.581 -1.049 0.101 -0.68
C -1.069 0.335 0.249 -0.16
C -0.185 0.930 -0.623 0.03
O 0.154 0.419 -1.846 -0.71
H -2.015 -1.172 -0.897 0.23
H -0.784 -1.785 0.194 0.23
H -2.362 -1.279 0.822 0.22
H -1.612 0.992 0.915 0.20
H -0.129 2.016 -0.622 0.18
H 0.561 -0.464 -1.749 0.50
O 1.975 -0.935 -0.519 -0.55
C 1.852 0.020 0.224 0.64
O 1.171 0.304 1.481 -0.73
H 2.840 0.406 0.556 0.11
H 1.184 1.259 1.715 0.49
```

As for the SMILES: C/C=C\O.O=CO. Its largest force on an atom is 5.94 eV/A. For the HOMO energy, the calculation gives -8.34 eV. The LUMO energy is -0.12 eV. Its HOMO-LUMO gap is 8.21 eV.


2.
C4H8O3 | ωB97M-V/def2-TZVPD

The geometry in XYZ format:
```
15
Properties=species:S:1:pos:R:3:nbo_charge:R:1
C -0.436 0.777 1.251 -0.65
C -1.085 -0.206 0.302 0.11
O -2.185 0.259 -0.487 -0.72
C 0.090 -0.918 -0.457 -0.55
C 1.194 -0.077 -1.110 0.79
O 1.308 0.482 -2.165 -0.57
O 2.290 -0.299 -0.339 -0.71
H 0.035 1.538 0.510 0.20
H 0.365 0.276 1.838 0.23
H -1.050 1.208 2.006 0.22
H -1.697 -0.974 0.866 0.18
H -2.136 1.212 -0.630 0.47
H 0.527 -1.542 0.325 0.24
H -0.339 -1.659 -1.123 0.25
H 3.122 -0.078 -0.787 0.50
```

As for the SMILES: C[C@@H](O)CC(=O)O. Its largest force on an atom is 2.21 eV/A. For the HOMO energy, the calculation gives -10.36 eV. The LUMO energy is 0.68 eV. Its HOMO-LUMO gap is 11.04 eV.


Energy relative to the best compared isomer or geometry (same formula, charge and spin) (computed, kcal/mol): 103.61, 28.69